1.
{
  "formula": "C42H45AsClF2N4SbTi",
  "method": "the ωB97M-V functional and the def2-TZVPD basis",
  "lumo_ev": [-0.289, -0.256],
  "charge": 0,
  "homo_lumo_gap_ev": [4.8, 6.5],
  "spin_multiplicity": 3,
  "elements": ["C", "C", "H", "H", "C", "H", "N", "H", "C", "C", "C", "H", "H", "C", "C", "F", "H", "H", "C", "H", "C", "H", "H", "C", "C", "C", "Sb", "C", "H", "F", "Ti", "H", "H", "C", "H", "C", "H", "H", "H", "H", "H", "C", "H", "H", "H", "C", "N", "C", "H", "C", "H", "C", "C", "H", "C", "H", "H", "C", "As", "C", "H", "H", "H", "C", "H", "H", "C", "H", "H", "C", "C", "C", "H", "H", "N", "H", "H", "H", "C", "C", "H", "H", "H", "C", "C", "C", "C", "H", "N", "C", "H", "Cl", "C", "C", "C", "C", "C"],
  "positions_angstrom": [[4.2004, -2.0002, 0.8827], [2.1711, -0.8689, 1.4782], [1.8771, 3.9665, -1.7351], [3.6604, -1.4315, 2.8906], [1.0344, 3.9463, -1.0406], [0.2643, -5.8954, 1.6207], [1.7228, -0.8387, 0.2052], [-0.9091, 4.0582, 2.0384], [-2.8742, 0.0045, 4.4602], [-1.6070, -0.2496, -2.1170], [1.9633, -1.6451, -2.1195], [-1.8489, -5.1052, 1.3156], [-2.8377, 2.3403, -1.3766], [2.4438, 4.3761, 2.4407], [-0.5457, -4.0338, -2.5086], [0.2621, 1.2741, -5.4542], [-2.1286, -0.6972, -1.2791], [-0.9726, 1.7257, 1.7526], [3.7172, -2.0223, -0.4247], [-2.0522, 6.1911, 1.6054], [-1.3939, -4.1046, -1.2493], [-3.0493, -1.6626, 0.2638], [4.2940, -2.4855, -1.2120], [1.5021, 3.6336, 0.3517], [0.9816, -4.0960, 0.6539], [2.5258, 1.8414, -3.7633], [1.2755, 0.2318, 3.1114], [-2.9117, -0.7476, 2.1839], [5.2246, 2.0680, -1.7463], [-3.2373, -1.1973, -3.5405], [0.5547, 0.7999, -0.1475], [2.2041, 5.6136, 0.6978], [1.6846, -3.8443, -0.1443], [-1.7877, 3.0257, 0.3614], [0.4665, -4.3873, -2.3178], [1.5998, 2.1587, 2.1370], [-4.0289, 4.4734, -1.7638], [2.3539, 2.8840, 3.9963], [-4.0207, -0.1923, 0.4668], [-2.2018, -4.4573, 3.6836], [-1.9387, -0.0379, -5.4943], [-1.5030, 0.1512, 4.3323], [-3.3809, 0.2471, 5.3833], [5.1590, -2.4212, 1.1394], [2.4904, -1.0021, -2.8244], [2.0653, 4.6319, 1.1214], [1.9753, 1.2596, -1.4851], [-3.6849, -1.1097, 0.9547], [-2.3902, -3.7118, -1.4772], [-0.3293, 0.7789, -4.3352], [-1.9131, 0.9387, 0.4441], [-0.9102, -0.1886, 3.1245], [0.8693, -5.6062, 0.7642], [1.8551, -6.0549, 0.8930], [4.2061, 1.9015, -2.0602], [-1.5248, -5.1455, -0.9453], [-0.9726, -4.6478, -3.3014], [-2.1145, -0.4501, -3.3877], [-0.6845, -3.0618, 0.3096], [-0.4283, 0.4630, -1.9185], [-4.5692, -1.6932, 1.2046], [2.2143, 1.9711, -4.7878], [-4.6622, -0.5404, 3.4098], [-1.5114, 0.0927, -4.5133], [4.5568, 2.4166, -4.1337], [-0.8935, 0.5212, 5.1453], [0.2610, 0.9416, -3.0720], [-0.4937, -3.0084, -2.8699], [0.5801, 4.9352, -1.0464], [-1.8715, -4.0471, 1.5862], [-1.2040, 1.7349, 0.6773], [-3.3249, 4.3762, -0.9494], [0.9005, -1.4127, -2.1519], [2.9126, 5.1392, 3.0394], [-1.5831, -0.6556, 2.0861], [-1.5492, -2.8540, 3.3641], [-0.5030, -4.2652, 3.2499], [-2.8978, -3.7056, 1.4308], [-3.5870, -0.4439, 3.3630], [3.3790, -1.4378, 1.8442], [0.4264, -6.0354, -0.1328], [1.4059, -3.6913, 1.5805], [0.2961, 3.2084, -1.3733], [-1.5091, -3.8960, 3.0555], [-3.0988, 5.4524, -0.1037], [2.4848, -1.4771, -0.7263], [-1.5733, 4.1431, 1.1860], [3.5271, 1.3523, -0.1108], [1.3358, 2.3775, 0.8327], [3.2562, 1.5033, -1.1564], [2.1202, -2.6717, -2.4458], [-3.9638, 6.9378, -0.3592], [1.6069, 1.4002, -2.8080], [2.1583, 3.1235, 2.9575], [-2.2122, 5.3443, 0.9561], [-2.6685, 3.1858, -0.7219], [3.8317, 2.0934, -3.4015]]
}



2.
{
  "formula": "C42H45BrCsF10N7O4",
  "method": "the ωB97M-V functional and the def2-TZVPD basis",
  "lumo_ev": 3.335,
  "charge": -2,
  "homo_lumo_gap_ev": 5.3,
  "elements": ["H", "C", "C", "N", "H", "H", "Br", "H", "N", "F", "H", "C", "F", "H", "C", "H", "O", "H", "C", "H", "H", "C", "H", "C", "H", "F", "H", "C", "H", "C", "H", "C", "C", "H", "C", "H", "C", "H", "Cs", "H", "C", "H", "H", "H", "C", "H", "H", "N", "C", "N", "H", "H", "H", "H", "C", "F", "C", "C", "H", "H", "C", "O", "F", "C", "N", "C", "O", "F", "H", "C", "H", "H", "C", "C", "C", "C", "C", "C", "F", "C", "N", "F", "H", "H", "C", "C", "C", "C", "H", "H", "H", "N", "F", "C", "H", "H", "H", "C", "C", "C", "F", "C", "O", "H", "H", "C", "C", "H", "C", "H"],
  "positions_angstrom": [[7.0420, -1.1809, 5.0069], [3.9682, -4.8920, -2.7837], [0.8904, 3.6605, 3.2425], [-2.2827, 0.4956, 3.1707], [1.5210, -1.2839, 3.5330], [-3.1248, -2.0530, -3.7332], [1.4694, -1.5326, -2.2035], [-1.1404, 2.2077, -6.3762], [2.9836, -2.0392, 0.3420], [-2.7357, 6.5073, 0.6855], [3.5280, -0.1112, 2.0065], [-3.4189, -0.1542, 3.2563], [-2.9296, 2.8691, -2.4227], [3.4286, -2.5549, 6.9020], [-5.2269, -1.2497, 1.9464], [-2.4092, 0.5326, -4.8645], [0.0027, 0.8739, -2.4253], [-3.7061, -1.1925, -1.2232], [-0.1042, 4.3681, -3.2229], [3.5594, -3.9811, -0.1206], [-1.0652, 4.3225, -3.7183], [-3.0583, -2.5858, -2.7836], [5.8607, -2.1307, 6.9816], [-2.6462, 4.5770, -0.7707], [-0.8102, 4.9384, 1.3169], [-3.7476, -0.2729, 5.6458], [1.6119, 2.1337, -1.3911], [-3.8500, 4.9372, -2.9234], [4.4406, -8.0180, -4.0499], [3.7351, -6.0699, -3.5027], [-2.0778, -4.5111, -0.7606], [-3.1584, 4.1446, -2.0470], [-0.9434, 2.8555, 1.9297], [-1.8717, 3.2647, -5.1705], [-0.1135, 1.8328, -3.1945], [-1.4143, 0.3063, 5.0935], [-3.7652, 6.7159, -1.3823], [-0.5491, -3.6325, -0.9343], [-0.9982, 0.0402, 0.7321], [0.2502, 1.8794, 4.8897], [-1.6304, 1.0669, 4.3338], [1.2269, 3.8784, 4.2590], [1.6548, 3.0273, 2.7559], [-0.9827, -3.0621, -3.1778], [5.9746, -1.3644, 4.9752], [-0.1711, 2.4547, 1.2467], [-2.0211, -4.5004, -3.1398], [0.3775, 3.0544, -2.8166], [-3.0614, 5.9280, -0.4985], [-0.6796, 1.6630, -4.4429], [-3.9867, -3.1365, -2.6166], [0.8290, 4.6023, 2.6940], [-2.2620, 1.8342, 4.8053], [2.4318, -3.6967, -3.7631], [-5.8888, -1.6670, 3.0887], [-3.4879, -0.0959, 0.8722], [3.1585, -1.8659, 4.8843], [3.1057, -0.9882, 2.5042], [-0.1306, 3.3779, -5.5413], [5.7250, -0.6457, 2.9661], [1.1326, 3.0917, -1.5676], [1.7435, -0.7603, 2.6873], [-4.8142, 7.0481, -3.5050], [3.9450, -2.1386, 6.0429], [-1.9346, 3.7520, -0.0452], [-4.1716, 6.2489, -2.6173], [-2.2289, -2.4676, -0.5919], [-5.9651, -1.6880, 5.4275], [-0.9148, -0.0396, -5.6440], [5.3043, -1.9000, 6.0779], [3.7194, -2.9802, 1.9692], [0.2872, 0.9993, 3.3560], [-0.2983, 1.7140, 3.9590], [4.6491, -7.1123, -3.4923], [3.8645, -1.2980, 3.7759], [5.1774, -4.7850, -2.0851], [-0.9698, 2.6977, -5.4176], [5.8297, -7.0015, -2.7694], [-7.0236, -2.3961, 3.0156], [-1.8471, -3.5212, -2.6932], [3.3581, -2.1179, 1.5814], [-5.7404, -1.5451, 0.7429], [-1.1595, -0.2902, -3.9075], [7.0191, -5.7220, -1.5232], [2.9775, -3.8034, -2.8317], [2.6830, -2.9564, -1.8332], [-1.6125, -3.6163, -1.1817], [5.2318, -1.0696, 3.8389], [0.6177, 4.8809, -3.8691], [5.4064, -3.8615, -1.5685], [2.8118, -6.1644, -4.0645], [-0.4108, 3.0130, 3.2784], [-4.2300, 4.4378, -4.1163], [-5.3411, -1.3044, 4.3057], [-0.2473, 4.9722, -2.3257], [1.8989, 3.8667, -1.6534], [0.4689, 3.3215, -0.7269], [-2.7998, -1.6478, -1.6151], [-1.5350, 4.1088, 1.3066], [3.1296, -3.0371, -0.4583], [-4.0702, 7.9785, -1.0422], [-4.1767, -0.5739, 4.3970], [1.8976, -2.1198, 4.8311], [6.5428, -7.8171, -2.7549], [-2.3797, 4.4165, 1.9322], [-4.0669, -0.5282, 2.0356], [6.0910, -5.8290, -2.0729], [-1.7509, 2.1269, 1.9758], [-1.3308, 0.3931, -4.7297], [-2.0930, -0.8566, -1.8988]]
}



3.
{
  "formula": "C42H45F4N7O5PbSSi",
  "method": "the ωB97M-V functional and the def2-TZVPD basis",
  "lumo_ev": [-2.673, -2.495],
  "charge": 0,
  "homo_lumo_gap_ev": [5.2, 5.4],
  "elements": ["C", "H", "H", "F", "H", "H", "H", "H", "H", "C", "C", "C", "C", "F", "H", "C", "C", "C", "H", "C", "C", "H", "C", "H", "H", "H", "C", "N", "N", "C", "O", "C", "F", "F", "O", "H", "Pb", "H", "C", "H", "H", "C", "H", "H", "C", "H", "H", "N", "C", "O", "H", "C", "O", "C", "H", "N", "C", "C", "C", "H", "N", "S", "N", "H", "H", "C", "H", "H", "H", "H", "H", "C", "C", "C", "C", "H", "O", "C", "C", "N", "C", "Si", "H", "H", "C", "C", "C", "C", "C", "H", "C", "H", "H", "C", "C", "H", "H", "H", "C", "C", "H", "H", "H", "H", "H", "C"],
  "positions_angstrom": [[9.8601, 8.2977, 12.5584], [18.1538, 7.2922, 13.6794], [8.6041, 13.6684, 14.7779], [11.0782, 6.5932, 9.4321], [17.6350, 15.7568, 16.3988], [10.8865, 14.2812, 20.0183], [15.2193, 13.1657, 8.8726], [13.7300, 10.0487, 19.6696], [15.4101, 13.0239, 18.8856], [9.4196, 5.9395, 10.9128], [10.4398, 6.8446, 10.6076], [15.2403, 13.4633, 15.5725], [10.6602, 7.9632, 11.3878], [11.5383, 8.8603, 10.9187], [11.1547, 13.3095, 15.6534], [13.0936, 12.6354, 8.4064], [16.8793, 14.9875, 16.5165], [16.5602, 14.4550, 17.7599], [9.4879, 14.3824, 13.3125], [14.0669, 8.6978, 17.3162], [11.0462, 13.3100, 19.5099], [11.2881, 14.3697, 6.0782], [8.6565, 6.1925, 12.0326], [9.6907, 12.4897, 6.6022], [20.1946, 7.8139, 12.3897], [13.7188, 8.8056, 13.4544], [14.9347, 12.8979, 16.7929], [14.4660, 9.7734, 11.7930], [15.5942, 11.1776, 10.3642], [7.1619, 12.5333, 12.7113], [13.7075, 13.5177, 12.6311], [9.5179, 11.2649, 14.6300], [8.2302, 7.1901, 14.1037], [7.6559, 5.2876, 12.3558], [14.0041, 14.1494, 10.2566], [20.2160, 9.5234, 10.5888], [12.1072, 11.7029, 12.5591], [10.5785, 10.6358, 8.1151], [18.1145, 8.0175, 12.8875], [6.5321, 12.4470, 11.8000], [16.6866, 9.1104, 17.4975], [9.5168, 13.6560, 14.1514], [14.7950, 7.8755, 17.4479], [16.8453, 10.8492, 17.4084], [10.7048, 14.0686, 15.0108], [10.3830, 14.8906, 15.6298], [10.4984, 11.2267, 15.1063], [12.3020, 11.5744, 8.5112], [11.1466, 11.5304, 7.8908], [12.6392, 15.5529, 11.7728], [11.5431, 9.9868, 17.6928], [19.2844, 8.3240, 12.1675], [11.8437, 13.3583, 11.0831], [10.1459, 12.2726, 19.7402], [7.0836, 13.5866, 13.0883], [9.6265, 12.2821, 13.5474], [14.3393, 12.5961, 9.1647], [12.7247, 13.6979, 7.5330], [10.3834, 11.0406, 19.1288], [12.7609, 13.9765, 18.3789], [10.1165, 9.4117, 13.2288], [13.0627, 14.2057, 11.4478], [14.3883, 11.5639, 10.0075], [15.0857, 11.2744, 19.5396], [8.8027, 11.6339, 15.4004], [18.0897, 9.8889, 10.7734], [17.9862, 10.5833, 9.9244], [13.7491, 8.7212, 16.2582], [15.8183, 7.8019, 13.9930], [9.2349, 5.0324, 10.2954], [8.0838, 9.7556, 13.9179], [10.6958, 12.5275, 7.0444], [14.7260, 10.2582, 19.2136], [14.5752, 8.9907, 12.8366], [11.5580, 13.5997, 6.8216], [16.2668, 14.9377, 14.3911], [13.2963, 11.0962, 15.2595], [8.6411, 12.1723, 12.3975], [16.9289, 8.6791, 12.5518], [15.7067, 8.4467, 13.2260], [12.1317, 13.1319, 18.6396], [13.8019, 11.3928, 16.7554], [15.5111, 9.5618, 19.6375], [13.2352, 8.3652, 17.9560], [19.2732, 9.2706, 11.1053], [14.7297, 10.0417, 17.6889], [15.6059, 13.4015, 17.8780], [11.4552, 10.8846, 18.2688], [9.1509, 9.8423, 14.2266], [6.7059, 11.8675, 13.4669], [12.3739, 11.8990, 17.9763], [8.7513, 11.1299, 11.9820], [11.5254, 14.4225, 14.3663], [16.1738, 10.0200, 17.0855], [16.9078, 9.6245, 11.5314], [13.4526, 14.4881, 7.4044], [9.8636, 10.1517, 19.4265], [17.0018, 14.8404, 18.6931], [15.6138, 10.1363, 11.1533], [8.9066, 7.2198, 12.9179], [16.1846, 9.9480, 15.9804], [14.7231, 13.1188, 14.7032], [9.2096, 9.1770, 15.1261], [9.0296, 12.9023, 11.6351], [9.2948, 12.4242, 20.4265], [16.1701, 14.4895, 15.3981]]
}



4.
{
  "formula": "C42H45F9N8O5PS2",
  "method": "the ωB97M-V functional and the def2-TZVPD basis",
  "lumo_ev": -3.685,
  "charge": 1,
  "homo_lumo_gap_ev": 7.3,
  "elements": ["H", "H", "N", "C", "H", "H", "C", "N", "H", "C", "H", "F", "H", "C", "C", "C", "O", "O", "C", "H", "H", "C", "H", "F", "C", "C", "H", "C", "N", "F", "H", "C", "F", "H", "H", "H", "C", "C", "F", "H", "H", "H", "C", "H", "F", "N", "C", "C", "H", "P", "C", "C", "C", "H", "C", "N", "H", "H", "O", "N", "H", "C", "C", "H", "C", "H", "C", "C", "H", "H", "C", "C", "C", "H", "H", "F", "C", "H", "N", "C", "H", "C", "C", "C", "C", "N", "H", "H", "H", "H", "C", "F", "O", "H", "C", "F", "C", "C", "C", "S", "H", "H", "C", "H", "H", "H", "C", "H", "S", "H", "H", "O"],
  "positions_angstrom": [[-3.9881, -3.8988, -2.8876], [0.9450, 3.0980, 0.1856], [2.3641, -0.5548, 2.1000], [-2.2191, 2.2334, 3.7937], [0.2833, 1.0862, 0.1571], [-1.4208, -6.0305, 2.9324], [0.4373, -2.1960, -4.2316], [2.5572, 0.9236, 3.9627], [-6.3394, -4.3987, -3.5541], [1.9985, 0.6288, 2.8237], [3.2523, 0.3230, 4.4057], [-0.8022, -1.6669, -4.3213], [1.1199, -6.9159, 7.0014], [-4.8114, 7.5804, -5.3459], [-7.0683, -4.1554, -1.5460], [1.1875, 3.3727, -0.8683], [3.3769, 3.9035, 3.5319], [-1.3024, 1.3608, -4.9895], [-0.9146, 4.2555, 3.3231], [-3.5053, -3.3931, -0.4918], [6.3444, 2.1845, 2.7689], [6.5078, 1.1452, 2.5030], [3.1487, 0.8009, -2.1335], [-0.4012, -0.9308, -1.6058], [2.4533, 1.1121, -1.3236], [7.9111, -0.7610, 2.2749], [8.6011, 1.1511, 2.9847], [-3.3278, 5.7287, -5.6093], [1.0836, 1.3111, 2.0459], [-0.0555, -4.5278, -1.2830], [-3.3759, 7.4177, -6.9364], [-0.8591, -6.2711, 3.8257], [-0.7805, -2.2479, 0.0618], [0.7082, 4.2205, -3.4258], [-0.7528, 5.3459, 3.3229], [-6.1058, 7.3989, -3.6330], [-4.7836, -3.8960, -2.1523], [-2.0947, 3.6418, 3.8267], [-0.2505, -4.4108, -4.0141], [-0.3386, -0.1171, 1.2340], [3.2846, 1.2782, 0.6522], [-2.8941, 4.2779, 4.2346], [-0.5857, -7.5854, 4.1685], [2.5346, -3.0282, 2.8132], [1.2878, -1.2239, -3.8573], [-6.8284, -3.8891, -0.2600], [-1.1818, 1.4372, 3.2278], [6.8074, -1.4636, 1.8177], [1.2668, 4.4839, -0.8681], [1.8226, -1.8493, 3.1745], [0.1367, -7.8419, 5.3227], [-4.5113, -3.6150, -0.8225], [-3.7965, 6.9548, -6.0519], [-3.5702, 4.2221, -4.0909], [-1.6645, 2.0397, -4.0666], [0.3040, -5.4900, 5.7764], [-3.1333, 1.7616, 4.1829], [-0.3613, 1.9382, -1.6542], [-1.1506, 3.3262, -3.8969], [-4.8784, 5.7648, -3.7765], [3.9193, -0.1347, -0.1658], [-0.3928, -5.2663, 4.6589], [0.0215, -2.0959, -1.0485], [-8.1042, -4.3632, -1.7906], [-6.0874, -4.1736, -2.5265], [0.6772, 2.4037, -3.7661], [0.1005, 3.4500, 2.7640], [-0.2532, -3.3584, -1.9261], [-2.4807, 1.6552, -2.0411], [-2.5358, 5.2090, -6.1323], [0.1654, 3.2679, -3.2818], [-5.5648, -3.6264, 0.0782], [7.7627, 0.5706, 2.6247], [-1.3194, 0.3453, 3.1888], [-3.7326, 1.9590, -3.2570], [0.7752, -2.5754, -5.4805], [5.5972, -0.7977, 1.7283], [-0.5772, -4.2208, 4.4317], [5.4268, 0.4910, 2.0631], [-3.9015, 5.1799, -4.4736], [8.8756, -1.2463, 2.3574], [0.6018, 0.3967, 0.9621], [-0.0379, 3.0015, -1.7539], [-5.3136, 6.9466, -4.2200], [-0.0170, 2.0221, 2.6847], [2.2204, 2.1109, 4.6456], [-5.2043, 8.5379, -5.6605], [-0.9312, -8.4001, 3.5437], [-5.4008, -3.4163, 1.1303], [2.7827, 3.0414, -2.2979], [2.9796, 0.4256, 0.0072], [-1.5968, -3.3265, -2.1971], [1.9694, -3.2130, 0.3658], [1.0182, 3.9308, 2.3741], [1.8803, -0.4798, 0.7094], [1.7088, -4.0013, -3.2424], [-2.7452, 1.4695, -3.1092], [0.4677, -3.4686, -3.3190], [2.5206, 2.6755, -1.2766], [-0.0699, -2.2261, 3.1955], [3.3343, 3.0511, -0.6115], [6.8845, -2.5051, 1.5359], [0.5545, -6.7644, 6.0883], [2.2193, -1.6038, 4.5237], [0.3707, -8.8543, 5.6230], [4.7090, -1.3066, 1.3730], [2.9201, 3.0548, 4.1790], [-0.9168, 3.6106, -1.4423], [1.7468, -1.9691, -0.3430], [1.4216, 0.8101, -1.5871], [-2.8256, 0.3676, -3.2046], [2.7062, -1.9411, -1.4204]]
}